No. 1
Molecular formula: C2H3N4
Method: DFT, the ωB97M-V functional and the def2-TZVPD basis

Geometry as ORCA input:
```
! RIJCOSX wB97M-V def2-TZVPD def2/J DEFGRID3
* xyz 1 3
C 1.9340 0.6020 -0.0401
C 1.0454 -0.6078 -0.0444
N 2.5054 1.6106 -0.0032
N -2.3283 1.2678 0.0358
N -0.4333 0.0067 -0.1041
N -1.3061 0.7637 -0.0570
H 1.2055 -1.0883 -1.0471
H 1.1831 -0.9820 0.9725
H -2.7195 2.0760 -0.3657
*
```

Energy above the lowest of the compared OMol25 structures with the same formula, charge and spin (eV): 2.926
HOMO level (alpha / beta) (eV): -13.16 / -16.87
E (eV): -8066.111

***

No. 2
Molecular formula: C2H3N4
Method: DFT, the ωB97M-V functional and the def2-TZVPD basis

Geometry as ORCA input:
```
! RIJCOSX wB97M-V def2-TZVPD def2/J DEFGRID3
* xyz 1 3
C 1.9156 0.2996 -0.2620
C 0.5325 -1.0487 0.0720
N 1.8717 -0.9404 -0.0762
N 0.8373 1.1326 -0.1495
N -0.0829 0.1393 -0.0855
N -1.3892 0.5161 0.0781
H -0.1318 -1.8382 0.3622
H -1.3369 1.4281 0.5132
H -2.2163 0.3115 -0.4523
*
```

Energy above the lowest of the compared OMol25 structures with the same formula, charge and spin (eV): 0.253
HOMO level (alpha / beta) (eV): -15.78 / -16.40
E (eV): -8068.784

***

No. 3
Molecular formula: C2H3N4O
Method: DFT, the ωB97M-V functional and the def2-TZVPD basis

Geometry as ORCA input:
```
! RIJCOSX wB97M-V def2-TZVPD def2/J DEFGRID3
* xyz 1 1
C 1.8011 -1.4400 -0.0595
C -1.7546 0.0050 0.0282
N 2.4047 1.6725 -0.3423
N 1.4079 1.1598 -0.3302
N 0.2748 0.9371 0.0644
N -0.4580 -0.0072 -0.3455
O 2.7292 -1.9218 0.3206
H -1.8932 -0.8839 0.6480
H -2.5653 -0.2644 -0.7850
H -1.9465 0.7429 0.8013
*
```

Energy above the lowest of the compared OMol25 structures with the same formula, charge and spin (eV): 5.548
HOMO level (eV): -16.26
E (eV): -10117.199

***

No. 4
Molecular formula: C2H3N4O2S2
Method: DFT, the ωB97M-V functional and the def2-TZVPD basis

Geometry as ORCA input:
```
! RIJCOSX wB97M-V def2-TZVPD def2/J DEFGRID3
* xyz -1 1
C 0.3001 1.3430 1.6167
C -0.5003 0.8436 -0.7152
N -1.7501 1.9021 0.9343
N -0.4450 1.9411 2.6411
N -1.6166 2.2215 2.1668
N -0.5793 1.3649 0.4979
O 1.2410 -2.0790 1.1219
O 0.6515 -2.5318 -0.0796
S 1.8643 0.8078 1.5610
S -0.8995 -2.4018 -0.2975
H -1.3405 0.8444 -1.4181
H 0.3294 0.0903 -0.9037
H 1.6185 -1.1000 1.1574
*
```

Energy above the lowest of the compared OMol25 structures with the same formula, charge and spin (eV): 2.199
HOMO level (alpha / beta) (eV): -4.57 / -3.94
E (eV): -33843.472

***

No. 5
Molecular formula: C2H3N4O3
Method: DFT, the ωB97M-V functional and the def2-TZVPD basis

Geometry as ORCA input:
```
! RIJCOSX wB97M-V def2-TZVPD def2/J DEFGRID3
* xyz 1 1
C 0.6900 -2.1625 0.3281
C -1.1867 1.0959 0.2861
N -2.1422 0.4707 0.5520
N 0.4545 -1.3215 -0.4048
N -0.1416 1.8055 0.0898
N -3.8349 -0.0293 -0.1232
O -3.6538 -0.8633 -0.8884
O -4.5336 0.6034 0.4757
O 0.8029 1.4826 -0.8172
H 0.7563 -2.9135 1.0451
H 0.0346 2.8211 0.4204
H 1.0815 0.5346 -0.9022
*
```

HOMO level (alpha / beta) (eV): -14.21 / -14.21
E (eV): -14209.814

***

No. 6
Molecular formula: C2H3N4P
Method: DFT, the ωB97M-V functional and the def2-TZVPD basis

Geometry as ORCA input:
```
! RIJCOSX wB97M-V def2-TZVPD def2/J DEFGRID3
* xyz 0 1
H -1.3074 -1.6146 0.4499
P -2.4283 -0.8664 -0.0216
N -1.7968 0.4834 -0.3934
N -0.6587 1.1385 -0.3972
N 0.4735 1.1021 0.2255
C 1.1675 0.1396 0.6305
C 1.4402 -1.0603 -0.0541
N 1.8542 -1.8991 -0.7035
H -0.7402 2.0473 -0.8934
H 1.9960 0.5296 1.1573
*
```

SMILES: [H]/P=N\N/N=C\C#N
Energy above the lowest of the compared OMol25 structures with the same formula, charge and spin (eV): 1.009
HOMO level (eV): -8.76
E (eV): -17366.948

***

No. 7
Molecular formula: C2H3N5O
Method: DFT, the ωB97M-V functional and the def2-TZVPD basis

Geometry as ORCA input:
```
! RIJCOSX wB97M-V def2-TZVPD def2/J DEFGRID3
* xyz 0 1
C 1.4347 -0.9274 -0.9346
C -0.2121 0.4434 0.7116
H -1.8147 1.1762 -0.1303
H 2.0393 -1.2697 -1.7362
H -1.2879 0.8017 2.5104
N -0.4466 0.1883 -0.6490
N 0.3758 -0.5243 -1.4389
N 1.7561 -0.8883 0.2337
N 0.9804 -0.2677 1.0385
N -1.1348 1.0708 1.2953
O -1.6901 0.1971 -0.9004
*
```

Energy above the lowest of the compared OMol25 structures with the same formula, charge and spin (eV): 7.914
HOMO level (eV): -9.13
E (eV): -11612.916

***

No. 8
Molecular formula: C2H3N5O
Method: DFT, the ωB97M-V functional and the def2-TZVPD basis

Geometry as ORCA input:
```
! RIJCOSX wB97M-V def2-TZVPD def2/J DEFGRID3
* xyz 0 1
H 1.4769 -0.2758 2.1527
N 1.1371 0.5221 1.6630
C 0.3951 -0.1031 0.7862
N 0.0193 -1.4231 0.6825
N -0.6327 -1.8015 -0.4154
N -0.8406 -0.9496 -1.4282
C -0.4837 0.2867 -1.3151
N 0.0748 0.7272 -0.2200
O 0.0575 2.0509 0.0514
H -0.5363 1.0997 -2.0937
H 0.8258 2.1421 0.7301
*
```

SMILES: [H]/N=c1\nnncn1O
Energy above the lowest of the compared OMol25 structures with the same formula, charge and spin (eV): 4.803
HOMO level (eV): -9.61
E (eV): -11616.027

***

No. 9
Molecular formula: C2H3N5O
Method: DFT, the ωB97M-V functional and the def2-TZVPD basis

Geometry as ORCA input:
```
! RIJCOSX wB97M-V def2-TZVPD def2/J DEFGRID3
* xyz 0 1
N -1.7014 -1.0507 -0.1203
N -0.4458 -0.4438 -0.0196
N 0.5731 -1.3306 -0.0977
N 1.7533 -0.8523 -0.0292
C 1.9221 0.5272 -0.0116
N 0.9722 1.4107 -0.0476
C -0.3360 0.9788 -0.0104
O -1.3701 1.5990 -0.0423
H -1.9682 -1.4926 0.7600
H -2.3611 -0.2456 -0.3094
H 2.9620 0.8999 -0.0717
*
```

SMILES: Nn1nncnc1=O
Energy above the lowest of the compared OMol25 structures with the same formula, charge and spin (eV): 2.749
HOMO level (eV): -10.06
E (eV): -11618.081

***

No. 10
Molecular formula: C2H3N5O
Method: DFT, the ωB97M-V functional and the def2-TZVPD basis

Geometry as ORCA input:
```
! RIJCOSX wB97M-V def2-TZVPD def2/J DEFGRID3
* xyz 0 1
N -1.9486 -0.0664 0.1641
N -0.6043 -0.1751 0.0396
C 0.0551 1.0583 -0.1305
N 1.3211 1.1240 -0.3039
C 1.9850 -0.0897 -0.0420
O 3.1300 -0.1928 0.3381
N 1.2394 -1.3200 -0.2962
N 0.0090 -1.3415 -0.1947
H -2.2042 -0.2633 1.1946
H -2.3902 -0.6815 -0.5113
H -0.5922 1.9481 -0.2580
*
```

SMILES: Nn1cnc(=O)nn1
Energy above the lowest of the compared OMol25 structures with the same formula, charge and spin (eV): 3.193
HOMO level (eV): -9.70
E (eV): -11617.637

***

No. 11
Molecular formula: C2H3N5O
Method: DFT, the ωB97M-V functional and the def2-TZVPD basis

Geometry as ORCA input:
```
! RIJCOSX wB97M-V def2-TZVPD def2/J DEFGRID3
* xyz 0 1
O -2.0251 -1.0390 0.4980
N -2.0416 0.1087 -0.0739
C -0.9888 0.7175 -0.3158
C 0.3234 0.0372 -0.1223
N 0.7424 -1.1827 -0.2826
N 2.1111 -1.2312 -0.1549
N 2.5437 -0.0650 0.2753
N 1.3895 0.7668 0.2718
H -2.3975 -1.6646 -0.1356
H -1.1078 1.8293 -0.5819
H 1.4507 1.7229 0.6219
*
```

SMILES: O/N=C\c1nnn[nH]1
Energy above the lowest of the compared OMol25 structures with the same formula, charge and spin (eV): 4.534
HOMO level (eV): -9.72
E (eV): -11616.296

***

No. 12
Molecular formula: C2H3N6O2
Method: DFT, the ωB97M-V functional and the def2-TZVPD basis

Geometry as ORCA input:
```
! RIJCOSX wB97M-V def2-TZVPD def2/J DEFGRID3
* xyz -1 1
C -0.6148 -0.3561 1.9488
C 1.3267 0.8014 -2.4402
N -1.8217 -1.8318 2.5255
N -0.7104 -1.6554 1.8669
N -1.5162 0.3073 2.5636
N -2.2881 -0.7016 2.9544
N 1.3504 1.0379 -0.9356
N 0.4572 0.3322 -0.3275
O 0.3568 0.4222 1.1636
O -0.3016 -0.4673 -0.8505
H 0.2303 0.7986 -2.7242
H 1.9206 1.5821 -3.0593
H 1.6109 -0.2693 -2.6854
*
```

Energy above the lowest of the compared OMol25 structures with the same formula, charge and spin (eV): 1.789
HOMO level (eV): -5.34
E (eV): -15153.607

***

No. 13
Molecular formula: C2H3N7O2
Method: DFT, the ωB97M-V functional and the def2-TZVPD basis

Geometry as ORCA input:
```
! RIJCOSX wB97M-V def2-TZVPD def2/J DEFGRID3
* xyz 2 1
N -3.7755 1.6116 -0.0607
N -2.7630 1.1536 0.0243
N -1.6331 0.7696 0.0103
C -1.0947 -0.3679 -0.0435
N -1.5843 -1.6468 0.0229
N -0.6576 -2.4806 -0.0207
N 0.5562 -1.9130 -0.0983
C 0.4535 -0.5791 -0.1971
N 1.3666 0.4265 -0.1310
O 0.8185 1.6725 0.1269
O 2.5963 0.2115 0.0839
H 1.4737 -2.5586 -0.0235
H 1.1992 2.5920 0.0324
H 3.0442 1.1088 0.2741
*
```

SMILES: N#[N+]/N=C1\N=NNC1=[N+](O)O
Energy above the lowest of the compared OMol25 structures with the same formula, charge and spin (eV): 0.000
HOMO level (alpha / beta) (eV): -19.36 / -19.35
E (eV): -16619.512

***

No. 14
Molecular formula: C2H3NO
Method: DFT, the ωB97M-V functional and the def2-TZVPD basis

Geometry as ORCA input:
```
! RIJCOSX wB97M-V def2-TZVPD def2/J DEFGRID3
* xyz 0 1
C -1.4127 0.3467 -0.2507
C 1.4827 0.3911 -0.0286
N -1.9796 -0.6200 -0.0211
O 0.8315 -0.5734 0.2671
H 2.5724 0.4441 -0.0362
H 0.9503 1.3497 -0.2415
H -2.4447 -1.3383 0.3110
*
```

Energy above the lowest of the compared OMol25 structures with the same formula, charge and spin (eV): 2.429
HOMO level (eV): -9.92
E (eV): -5657.475

***

No. 15
Molecular formula: C2H3NO
Method: DFT, the ωB97M-V functional and the def2-TZVPD basis

Geometry as ORCA input:
```
! RIJCOSX wB97M-V def2-TZVPD def2/J DEFGRID3
* xyz 0 1
C 1.2019 0.3896 -0.0010
N -0.0366 0.2605 0.1006
C -1.2712 -0.3338 0.0079
O -2.4098 0.0781 0.0205
H 1.8642 0.3063 0.8239
H 1.5333 0.6191 -0.9152
H -0.8818 -1.3198 -0.0367
*
```

SMILES: C=NC=O
Energy above the lowest of the compared OMol25 structures with the same formula, charge and spin (eV): 1.926
HOMO level (eV): -9.84
E (eV): -5657.978

***

No. 16
Molecular formula: C2H3NO
Method: DFT, the ωB97M-V functional and the def2-TZVPD basis

Geometry as ORCA input:
```
! RIJCOSX wB97M-V def2-TZVPD def2/J DEFGRID3
* xyz 0 1
N -0.9972 1.3662 1.1428
C -0.2806 1.0227 0.2981
C 0.4806 -0.0691 -0.3689
O -0.4280 -1.1402 -0.3917
H 0.8802 0.0409 -1.3826
H 1.3257 -0.2254 0.3135
H -0.9807 -0.9950 0.3889
*
```

SMILES: N#CCO
Energy above the lowest of the compared OMol25 structures with the same formula, charge and spin (eV): 1.011
HOMO level (eV): -11.39
E (eV): -5658.894

***

No. 17
Molecular formula: C2H3NO
Method: DFT, the ωB97M-V functional and the def2-TZVPD basis

Geometry as ORCA input:
```
! RIJCOSX wB97M-V def2-TZVPD def2/J DEFGRID3
* xyz 0 1
C 0.0611 0.4265 -0.2637
C -0.8262 -0.5770 0.3541
O -1.9440 -0.1576 -0.3798
N -1.1925 0.7809 0.4306
H 1.0057 0.9001 0.0428
H 0.0881 0.5630 -1.2788
H -0.7749 -1.3334 1.1213
*
```

SMILES: C1[C@@H]2ON12
Energy above the lowest of the compared OMol25 structures with the same formula, charge and spin (eV): 4.309
HOMO level (eV): -10.29
E (eV): -5655.596

***

No. 18
Molecular formula: C2H3NO
Method: DFT, the ωB97M-V functional and the def2-TZVPD basis

Geometry as ORCA input:
```
! RIJCOSX wB97M-V def2-TZVPD def2/J DEFGRID3
* xyz 0 1
C -1.7985 0.4481 -0.0440
C -0.8249 -0.2198 0.1080
O 0.3095 -0.9042 0.2312
N 1.4477 0.1792 -0.0786
H -2.8252 0.5990 -0.0068
H 1.7295 -0.1885 -0.9704
H 1.9619 0.0861 0.7606
*
```

SMILES: C#CON
Energy above the lowest of the compared OMol25 structures with the same formula, charge and spin (eV): 4.669
HOMO level (eV): -9.50
E (eV): -5655.236

***

No. 19
Molecular formula: C2H3NO2
Method: DFT, the ωB97M-V functional and the def2-TZVPD basis

Geometry as ORCA input:
```
! RIJCOSX wB97M-V def2-TZVPD def2/J DEFGRID3
* xyz 0 1
C -0.9257 0.1971 -0.0211
N 0.3232 0.2778 -0.6521
O 0.9815 -1.0518 -0.7272
C 1.3865 -0.1152 0.1032
O 2.1197 0.2080 0.9439
H -1.4796 -0.6274 -0.4001
H -0.8736 0.0841 1.0051
H -1.5318 1.0272 -0.2516
*
```

SMILES: CN1OC1=O
Energy above the lowest of the compared OMol25 structures with the same formula, charge and spin (eV): 3.135
HOMO level (eV): -10.61
E (eV): -7704.708

***

No. 20
Molecular formula: C2H3NO2
Method: DFT, the ωB97M-V functional and the def2-TZVPD basis

Geometry as ORCA input:
```
! RIJCOSX wB97M-V def2-TZVPD def2/J DEFGRID3
* xyz 0 1
N -0.8423 0.4804 0.7622
O 0.1701 1.3547 0.2719
C 0.7839 0.1635 -0.4354
O 1.0827 -0.8588 0.4826
C -0.2603 -0.7014 0.0743
H -1.7757 0.9418 0.4145
H 1.5827 0.2461 -1.2615
H -0.7410 -1.6263 -0.3085
*
```

SMILES: N1O[C@H]2O[C@@H]12
Energy above the lowest of the compared OMol25 structures with the same formula, charge and spin (eV): 5.083
HOMO level (eV): -9.32
E (eV): -7702.760